[1]
{
  "formula": "C2H8N2S2",
  "method": "ωB97M-V with the def2-TZVPD basis set",
  "smiles": "[H]/N=C/N.CSS",
  "molar_mass_g_mol": 124.2,
  "e_tot_ha": -986.866962,
  "e_lumo_ev": 0.76,
  "e_homo_ev": -8.42,
  "symbols": ["H", "N", "C", "N", "H", "H", "H", "C", "S", "S", "H", "H", "H", "H"],
  "xyz": [[1.91737, -0.76047, -0.28759], [1.06631, -1.25419, -0.03299], [0.78841, -1.18524, 1.21052], [-0.26156, -1.89184, 1.70767], [1.26542, -0.48259, 1.89325], [-0.77565, -2.52841, 1.13012], [-0.67490, -1.58423, 2.57491], [-0.89317, 1.71030, -0.36909], [-0.14769, 2.30352, -1.88983], [0.04261, 0.81200, -3.19648], [-1.73784, 2.36245, -0.12275], [-0.15483, 1.80160, 0.42071], [-1.36452, 0.73289, -0.45703], [0.93006, -0.03579, -2.58142]]
}



[2]
{
  "formula": "C27H28Cr2N5O4",
  "method": "ωB97M-V with the def2-TZVPD basis set",
  "molar_mass_g_mol": 590.5,
  "e_tot_ha": -3708.886971,
  "spin_multiplicity": 9,
  "total_charge": 1,
  "e_lumo_ev": [-3.67, -3.48],
  "e_homo_ev": [-9.18, -9.49],
  "symbols": ["Cr", "Cr", "C", "O", "H", "H", "H", "C", "O", "O", "O", "N", "C", "C", "C", "C", "C", "H", "H", "H", "H", "H", "N", "C", "C", "C", "C", "C", "H", "H", "H", "H", "H", "N", "C", "C", "C", "C", "C", "H", "H", "H", "H", "H", "N", "C", "C", "C", "C", "C", "H", "H", "H", "H", "H", "N", "C", "C", "C", "C", "C", "H", "H", "H", "H", "H"],
  "xyz": [[-2.16891, -0.22729, -1.87382], [-1.39083, 1.49562, 1.19375], [1.01068, 0.54402, -0.66564], [-0.39851, 0.64449, -0.69656], [1.32002, 0.98364, -1.61387], [1.40866, 1.38618, -0.09954], [1.49302, -0.36224, -0.29939], [-3.95819, 0.86970, 0.73995], [-4.16829, -0.21609, 1.22134], [-3.54339, 1.52228, 1.66456], [-3.12688, 0.79885, -0.15965], [-2.04728, -2.16037, -0.75314], [-1.49085, -2.49946, 0.46021], [-1.24895, -3.73818, 0.93512], [-1.60818, -4.79754, 0.15559], [-2.19066, -4.57671, -1.10715], [-2.34635, -3.27606, -1.49479], [-1.08947, -1.65575, 1.00189], [-0.53567, -3.92114, 1.72515], [-1.26414, -5.76638, 0.48633], [-2.61837, -5.40501, -1.65250], [-2.78837, -3.10318, -2.46491], [2.19101, -3.99803, -0.47912], [2.30645, -3.27697, 0.61677], [2.11643, -3.82296, 1.85054], [1.75845, -5.18354, 1.99212], [1.60386, -5.97743, 0.84997], [1.80805, -5.29943, -0.37292], [2.58440, -2.24556, 0.45761], [2.25896, -3.09021, 2.63102], [1.60948, -5.49623, 3.01507], [1.46593, -7.04079, 0.97901], [1.70226, -5.77706, -1.33576], [-1.19732, 3.58206, 0.42265], [0.02002, 4.22642, 0.20425], [0.04395, 5.66096, 0.07138], [-1.12732, 6.32086, -0.05275], [-2.31808, 5.66009, -0.09464], [-2.34588, 4.29782, 0.26017], [0.97373, 3.72245, 0.15092], [0.91581, 6.29335, -0.00841], [-1.09718, 7.34936, -0.38089], [-3.21182, 6.13308, -0.47400], [-3.25198, 3.71101, 0.29268], [-2.05273, 1.82585, -2.93483], [-0.90881, 2.46010, -3.26922], [-0.75591, 3.71800, -3.80273], [-1.89078, 4.51137, -3.95459], [-3.12859, 3.97560, -3.47068], [-3.12770, 2.65241, -3.01081], [-0.07022, 1.77955, -3.27432], [0.19018, 4.14165, -4.10579], [-1.78773, 5.49915, -4.37895], [-4.05363, 4.52996, -3.52901], [-4.08287, 2.22857, -2.73801], [4.28974, -1.62670, 4.27200], [5.08981, -2.03253, 3.17360], [4.97003, -1.33521, 1.94670], [4.11152, -0.23129, 1.78544], [3.25017, 0.06522, 2.90115], [3.38511, -0.60257, 4.09100], [5.77611, -2.86371, 3.24076], [5.54096, -1.68871, 1.10085], [4.03913, 0.42793, 0.93303], [2.35800, 0.65605, 2.75500], [2.79994, -0.37932, 4.97085]]
}



[3]
{
  "formula": "C3H2NaO2",
  "method": "ωB97M-V with the def2-TZVPD basis set",
  "molar_mass_g_mol": 93.0,
  "e_tot_ha": -427.915359,
  "total_charge": 1,
  "e_lumo_ev": -4.69,
  "e_homo_ev": -14.00,
  "symbols": ["O", "C", "C", "O", "C", "H", "H", "Na"],
  "xyz": [[-0.55094, 0.21684, 0.90187], [-1.08136, 0.78468, -0.34114], [0.67000, -0.23235, 0.98142], [-0.30421, 0.72752, -1.32600], [1.67816, -0.77129, 0.54719], [0.39088, -0.10261, -1.37451], [2.71960, -1.04896, 0.55521], [-3.52214, 0.42618, 0.05595]]
}



[4]
{
  "formula": "C25H18ClIMnN3O2S2",
  "method": "ωB97M-V with the def2-TZVPD basis set",
  "molar_mass_g_mol": 673.9,
  "e_tot_ha": -3983.252190,
  "spin_multiplicity": 2,
  "total_charge": 1,
  "e_lumo_ev": [-5.73, -5.60],
  "e_homo_ev": [-10.76, -10.66],
  "symbols": ["Mn", "C", "C", "N", "N", "C", "S", "S", "C", "C", "C", "C", "C", "C", "C", "C", "C", "C", "C", "C", "C", "O", "H", "H", "H", "H", "H", "H", "H", "H", "H", "H", "H", "H", "H", "H", "Cl", "C", "C", "C", "I", "C", "O", "C", "N", "C", "C", "C", "C", "H", "H", "H", "H"],
  "xyz": [[-0.08919, -1.98661, -0.35706], [3.63595, 0.19012, -1.25792], [2.37424, -0.61300, -1.42215], [1.64313, -0.94511, -0.41366], [2.11989, -0.49787, 0.86122], [1.66666, -1.21410, 1.82217], [0.59166, -2.61104, 1.61081], [2.00134, -0.88077, 3.49364], [2.54441, 0.85194, 3.46917], [1.38467, 1.81833, 3.32432], [1.19796, 2.58948, 2.17961], [0.13893, 3.48573, 2.08802], [-0.75702, 3.61339, 3.14005], [-0.57822, 2.85357, 4.28707], [0.48805, 1.97125, 4.37880], [2.03177, -1.06641, -2.78385], [2.91697, -0.82412, -3.85111], [2.63297, -1.23270, -5.13425], [1.43970, -1.90171, -5.39535], [0.56524, -2.17503, -4.36673], [0.86918, -1.77339, -3.06666], [-0.02288, -2.10236, -2.10762], [3.60404, 0.77719, -0.35847], [3.80040, 0.83652, -2.11496], [4.48940, -0.48696, -1.17300], [3.33191, 0.99080, 2.73066], [2.98786, 0.95060, 4.46169], [1.89825, 2.51305, 1.37728], [0.02924, 4.10047, 1.20388], [-1.57325, 4.32245, 3.07976], [-1.25952, 2.96252, 5.12104], [0.62653, 1.39101, 5.28410], [3.85407, -0.32080, -3.66640], [3.33632, -1.03642, -5.93159], [1.20379, -2.22275, -6.40157], [-0.35828, -2.71370, -4.53129], [-6.29781, 0.38656, 0.02845], [-4.93625, -0.63126, -0.03838], [-5.12506, -1.98883, -0.16343], [-4.04101, -2.88005, -0.21500], [-4.35807, -4.90006, -0.38581], [-2.72432, -2.35977, -0.15258], [-1.65637, -3.03206, -0.18597], [-2.55601, -0.92068, -0.02805], [-1.26141, -0.52488, 0.01508], [-0.98115, 0.76594, 0.18738], [-1.99747, 1.71866, 0.30552], [-3.31063, 1.32316, 0.21996], [-3.61656, -0.03586, 0.04590], [-6.12972, -2.38053, -0.21911], [0.06731, 1.04352, 0.24891], [-1.73036, 2.75454, 0.46125], [-4.11124, 2.04803, 0.29620]]
}



[5]
{
  "formula": "C2H3OPS",
  "method": "ωB97M-V with the def2-TZVPD basis set",
  "molar_mass_g_mol": 106.1,
  "e_tot_ha": -892.606090,
  "e_lumo_ev": -1.57,
  "e_homo_ev": -8.65,
  "symbols": ["C", "C", "O", "P", "S", "H", "H", "H"],
  "xyz": [[1.61756, 0.40654, -0.83657], [1.14588, 0.42151, 0.29321], [-1.40529, 1.50835, -0.35223], [-1.85845, -1.47424, -0.13094], [-1.05552, 0.34568, 0.50051], [1.76431, 0.36176, -1.87466], [1.17615, 0.49115, 1.37720], [-1.38462, -2.06076, 1.02348]]
}



Q: Which formula does entry 4 have?
A: C25H18ClIMnN3O2S2